1.
DFT (the ωB97M-V functional and the def2-TZVPD basis) results for C6H9NO3 as an isolated structure in a non-equilibrium geometry.

```
19
C6H9NO3 | OMol25 | the ωB97M-V functional and the def2-TZVPD basis
C 0.0047 2.3968 0.8811
C 0.0884 1.0370 0.2591
C 0.3374 0.7660 -1.2222
N -0.4935 -0.4761 -1.1355
C -0.9461 -0.0860 0.2114
C 0.2981 -0.2309 1.0369
O 1.0974 -1.2849 0.5620
C 0.2640 -1.6413 -1.2095
O 0.8880 -2.0209 -2.1734
H -0.4084 2.3403 1.8969
H 1.0024 2.8539 0.9441
H -0.6416 3.0561 0.2855
H -0.1416 1.5064 -1.8741
H 1.3859 0.6328 -1.5229
H -1.9820 -0.1674 0.5395
H 0.1953 -0.1690 2.1213
O -0.2772 -3.1394 -0.3202
H 0.4773 -2.4660 0.6988
H -1.1486 -2.9075 0.0213
```

Computed properties:
* relative energy (zero: lowest compared OMol25 entry of this formula, charge and spin): 106.3 kcal/mol
* total charge: 0
* E_HOMO: -9.64 eV
* gap between HOMO and LUMO: 10.20 eV
* lowest unoccupied orbital energy: 0.5581 eV

Results of the Mulliken charge analysis, in e, for atoms 1 through 5: atom 1 (C): -1.49, atom 2 (C): 0.72, atom 3 (C): -0.46, atom 4 (N): -0.15, atom 5 (C): -0.48

2.
DFT (the ωB97M-V functional and the def2-TZVPD basis) results for a 2-piece molecular cluster, C6H9NO3 overall in a non-equilibrium geometry.

```
19
C6H9NO3 | OMol25 | the ωB97M-V functional and the def2-TZVPD basis
C 2.3198 -0.2631 3.3036
C 0.9714 0.2175 2.7886
O -0.1210 -0.2456 3.5932
C -0.4446 1.0772 4.0580
C 0.6332 1.6857 3.1462
C 0.4944 2.8208 2.1949
O 0.3172 2.6954 0.9901
C 0.7884 -0.2077 1.3755
N 0.7265 -0.6178 0.2973
H 2.4165 0.0252 4.3581
H 2.3963 -1.3537 3.2170
H 3.1330 0.2075 2.7353
H -1.4784 1.3645 3.8263
H -0.2676 1.1916 5.1351
H 0.8436 3.8048 2.5741
H 1.4487 2.2002 3.7622
O -2.4966 2.0940 0.9602
H -1.9858 2.8865 0.5954
H -3.1963 2.5112 1.4716
```

Computed properties:
* relative energy (zero: lowest compared OMol25 entry of this formula, charge and spin): 60.2 kcal/mol
* structure (SMILES): C[C@@]1(C#N)OC[C@@H]1C=O.O
* total charge: 0
* E_HOMO: -10.32 eV
* gap between HOMO and LUMO: 10.51 eV
* lowest unoccupied orbital energy: 0.1898 eV

Results of the Mulliken charge analysis, in e, for atoms 1 through 5: atom 1 (C): -1.46, atom 2 (C): 1.62, atom 3 (O): -0.45, atom 4 (C): -0.48, atom 5 (C): 0.05

3.
DFT (the ωB97M-V functional and the def2-TZVPD basis) results for C6H9NS as an isolated structure in a non-equilibrium geometry.

```
17
C6H9NS | OMol25 | the ωB97M-V functional and the def2-TZVPD basis
C -0.8715 -1.5654 0.8969
C -0.4421 -1.5990 -0.5797
C 0.7603 -0.9513 -0.8317
C 1.6021 -0.1112 -0.1720
C 1.2586 1.3071 0.0635
C -0.0021 1.9721 0.1307
H -1.8808 -1.1026 1.0779
H -0.1163 -1.1376 1.6290
H -1.2587 -2.5531 1.2809
H -0.8889 -2.3823 -1.3170
H 1.2871 -1.0359 -1.7510
H 2.1327 1.8615 0.3914
H 0.1577 3.1581 0.4325
H -1.5208 0.5969 -0.6669
H -2.2045 2.0885 -0.3749
N -1.2151 1.5790 -0.3166
S 3.2022 -0.1248 0.1069
```

Computed properties:
* relative energy (zero: lowest compared OMol25 entry of this formula, charge and spin): 97.5 kcal/mol
* total charge: 0
* E_HOMO: -7.71 eV
* gap between HOMO and LUMO: 7.44 eV
* lowest unoccupied orbital energy: -0.2628 eV

Results of the Mulliken charge analysis, in e, for atoms 1 through 5: atom 1 (C): -0.92, atom 2 (C): -0.38, atom 3 (C): 0.03, atom 4 (C): 0.18, atom 5 (C): -0.67

4.
DFT (the ωB97M-V functional and the def2-TZVPD basis) results for one molecule with the formula C6H9NS in a non-equilibrium geometry.

```
17
C6H9NS | OMol25 | the ωB97M-V functional and the def2-TZVPD basis
C -0.8466 -0.0395 0.4146
C -0.2196 1.2799 0.5870
C 2.0378 0.9002 -0.6140
C 1.7079 -0.3491 -1.2989
C 0.8919 -1.3416 -0.8931
C 0.0341 -1.2686 0.3913
H -0.3470 1.9472 -0.2951
H -0.4947 1.8341 1.4712
H 1.7130 1.5589 1.4291
H 3.1513 0.8654 -0.4877
H 1.7801 1.7233 -1.2708
H 1.9805 -0.4720 -2.3323
H 0.7914 -2.1470 -1.5468
H 0.7476 -1.2993 1.1761
H -0.5258 -2.1997 0.4741
N 1.2571 1.0482 0.6866
S -2.4518 -0.2648 0.3159
```

Computed properties:
* relative energy (zero: lowest compared OMol25 entry of this formula, charge and spin): 44.0 kcal/mol
* structure (SMILES): S=C1CC=CCNC1
* total charge: 0
* E_HOMO: -8.33 eV
* gap between HOMO and LUMO: 8.37 eV
* lowest unoccupied orbital energy: 0.0398 eV

Results of the Mulliken charge analysis, in e, for atoms 1 through 5: atom 1 (C): 0.23, atom 2 (C): -0.52, atom 3 (C): -0.52, atom 4 (C): -0.29, atom 5 (C): -0.42

5.
DFT (the ωB97M-V functional and the def2-TZVPD basis) results for a 2-piece molecular cluster, C6H9O3S overall in a non-equilibrium geometry.

```
19
C6H9O3S | OMol25 | the ωB97M-V functional and the def2-TZVPD basis
C -0.7299 0.5463 0.2431
C 1.7007 -0.9986 -0.0145
C -0.7297 1.8161 -0.3056
C 0.9596 -2.3760 0.0102
C 3.0074 -0.7172 -0.2599
C -1.9754 2.7083 -0.0526
O -1.5871 -1.4495 1.3869
O 0.2926 2.3551 -0.7460
O -2.7233 -0.8712 -0.6935
S -1.9729 -0.3951 0.4522
H 0.8668 -2.6166 1.0928
H -0.1567 -2.3777 -0.3273
H 1.3819 -3.1741 -0.6730
H 3.4788 0.3297 -0.0641
H 3.6633 -1.3838 -0.7305
H 1.1140 -0.1631 0.3274
H -2.9170 2.3005 -0.2834
H -1.8880 2.8039 1.1280
H -1.7851 3.6629 -0.4902
```

Computed properties:
* relative energy (zero: lowest compared OMol25 entry of this formula, charge and spin): 83.1 kcal/mol
* total charge: -1
* E_HOMO: -4.29 eV
* gap between HOMO and LUMO: 7.40 eV
* lowest unoccupied orbital energy: 3.1142 eV

Results of the Mulliken charge analysis, in e, for atoms 1 through 5: atom 1 (C): -0.18, atom 2 (C): 0.17, atom 3 (C): 0.68, atom 4 (C): -0.78, atom 5 (C): -0.86

6.
DFT (the ωB97M-V functional and the def2-TZVPD basis) results for C6H9O5Yb as an isolated structure in a non-equilibrium geometry.

```
21
C6H9O5Yb | OMol25 | the ωB97M-V functional and the def2-TZVPD basis
O -0.9116 0.7991 -0.3623
C 0.4276 1.1978 -0.3938
O 0.7365 2.3356 -0.6805
O 0.7276 0.6911 0.9389
C 1.8129 1.1590 1.6325
C -1.7953 1.2946 -1.3837
H -1.8799 2.3779 -1.2261
H -1.3441 1.1124 -2.3692
C -3.1220 0.5886 -1.2566
H -2.9820 -0.5001 -1.2087
H -3.6656 0.9271 -0.3646
H -3.7302 0.8094 -2.1434
C 2.2267 0.5732 2.7511
H 2.4123 1.8743 1.0656
H 3.1454 0.9255 3.2173
H 1.8802 -0.4223 3.0338
O 1.8311 -2.0136 -2.6719
C 1.1753 -1.6009 -1.7616
O 0.4615 -2.0971 -0.8810
Yb -0.8626 -1.1896 1.0617
H 1.0972 -0.0878 -1.4648
```

Computed properties:
* 2S+1: 3
* total charge: +1
* E_HOMO (alpha / beta): -11.87 / -13.26 eV
* expectation value of S²: 2.00
* gap between HOMO and LUMO (alpha / beta): 6.92 / 5.21 eV
* lowest unoccupied orbital energy (alpha / beta): -4.9479 / -8.0444 eV

Results of the Mulliken charge analysis, in e, for atoms 1 through 5: atom 1 (O): 0.12, atom 2 (C): 0.40, atom 3 (O): -0.51, atom 4 (O): 0.14, atom 5 (C): 0.20

7.
DFT (the ωB97M-V functional and the def2-TZVPD basis) results for one molecule with the formula C6H9PS2 in a non-equilibrium geometry.

```
18
C6H9PS2 | OMol25 | the ωB97M-V functional and the def2-TZVPD basis
C 1.1572 -1.8672 -1.0076
C -0.2031 -1.8559 -0.4095
C 1.6569 -0.6586 -1.2633
C -0.8013 -0.6556 -0.1720
C -2.1511 -0.2875 0.4085
C 1.0565 1.4561 0.8029
P 0.4520 0.5977 -0.8101
S -3.3251 0.1135 -0.9464
S 2.6208 2.3714 0.4799
H 1.7437 -2.6778 -1.3193
H -0.8420 -2.6871 -0.1225
H 2.5665 -0.6244 -1.7596
H -1.9642 0.7070 1.0836
H -2.4363 -1.1191 0.9780
H 1.0279 0.6669 1.6707
H 0.3580 2.1669 1.1460
H -3.5778 1.3738 -0.5608
H 2.6616 2.9802 1.8015
```

Computed properties:
* relative energy (zero: lowest compared OMol25 entry of this formula, charge and spin): 0.0 kcal/mol
* structure (SMILES): SCC1=P(CS)=CC=C1
* total charge: 0
* E_HOMO: -8.52 eV
* gap between HOMO and LUMO: 8.83 eV
* lowest unoccupied orbital energy: 0.3071 eV

Results of the Mulliken charge analysis, in e, for atoms 1 through 5: atom 1 (C): -0.53, atom 2 (C): -0.23, atom 3 (C): -0.36, atom 4 (C): 0.11, atom 5 (C): -0.65

8.
DFT (the ωB97M-V functional and the def2-TZVPD basis) results for a 15-piece molecular cluster, C70H164Cl6O34 overall in a non-equilibrium geometry.

```
274
C70H164Cl6O34 | OMol25 | the ωB97M-V functional and the def2-TZVPD basis
C -0.7419 -3.8882 5.0801
O 0.5707 -3.2866 5.2104
H -0.5960 -4.8718 4.6335
H -1.2736 -3.8764 6.0315
H -1.4321 -3.3748 4.4106
H 0.8897 -3.7783 5.9707
C -2.4077 0.3379 1.6213
Cl -3.9388 0.3396 0.6141
Cl -2.6603 -0.4938 3.1434
H -1.6227 -0.1766 1.0671
H -2.1629 1.3601 1.9097
C -0.5497 5.4997 3.7515
Cl -1.2103 6.6459 2.4868
Cl -1.8130 4.3660 4.2335
H 0.2338 4.9490 3.2310
H -0.1586 6.0228 4.6242
C 2.9307 1.9995 5.6086
Cl 1.3209 2.5897 5.2339
Cl 3.8772 1.6503 4.1088
H 3.4713 2.7945 6.1222
H 2.8738 1.0471 6.1358
C 3.2672 4.3884 -8.0935
O 2.1272 4.7190 -7.2764
C 2.4481 5.6687 -6.2780
C 1.2231 5.8094 -5.3622
O 0.8865 4.6194 -4.5541
C 1.6509 4.1963 -3.3864
C 1.5628 5.2943 -2.2568
O 0.2882 5.5997 -1.7896
C 0.3127 6.6085 -0.7510
H 3.5604 5.1824 -8.7802
H 2.9417 3.4874 -8.6136
H 4.0733 4.0044 -7.4684
H 2.6349 6.6084 -6.7978
H 3.3712 5.5139 -5.7194
H 0.3343 5.9244 -5.9827
H 1.3187 6.6397 -4.6626
H 2.6879 4.0771 -3.7004
H 1.3292 3.2004 -3.0819
H 1.9908 6.2462 -2.5711
H 2.2323 5.0306 -1.4381
H -0.6965 6.7333 -0.3588
H 0.5290 7.6250 -1.0795
H 0.9757 6.3240 0.0660
C -4.4354 6.5601 -0.3294
O -5.0561 5.2997 -0.0204
C -5.0493 4.7816 1.3276
C -5.4916 5.7271 2.4649
O -6.7849 6.2592 2.1067
C -7.5485 6.9363 3.1475
C -6.7767 8.1218 3.7106
O -5.8038 7.6705 4.6475
C -5.2281 8.7256 5.3613
H -3.4679 6.6102 0.1701
H -5.0538 7.3884 0.0164
H -4.3740 6.6878 -1.4102
H -4.0268 4.4623 1.5291
H -5.7389 3.9391 1.2754
H -4.7908 6.5582 2.5440
H -5.5064 5.3382 3.4831
H -7.8926 6.2165 3.8901
H -8.4218 7.3353 2.6314
H -7.4933 8.7933 4.1836
H -6.2182 8.6031 2.9079
H -6.0223 9.1332 5.9868
H -4.7936 9.5261 4.7626
H -4.4334 8.3258 5.9911
C -0.5787 0.1287 -2.7876
O -1.8953 -0.3595 -3.0511
C -2.9095 0.6451 -2.9519
C -4.3172 0.0071 -3.0375
O -4.5509 -0.9139 -4.0830
C -5.8811 -1.5524 -3.9831
C -5.9313 -2.8127 -4.9368
O -5.2101 -3.8248 -4.3056
C -5.2036 -5.0586 -5.0106
H 0.0985 -0.7142 -2.9256
H -0.5298 0.4912 -1.7608
H -0.2671 0.9636 -3.4152
H -2.8738 1.3281 -3.8006
H -2.8925 1.2345 -2.0352
H -5.0298 0.8266 -3.1310
H -4.5406 -0.5099 -2.1043
H -6.6606 -0.8272 -4.2165
H -6.1387 -1.8972 -2.9817
H -5.3727 -2.4906 -5.8156
H -6.9635 -3.0830 -5.1598
H -6.2330 -5.2776 -5.2945
H -4.8331 -5.8349 -4.3412
H -4.5858 -4.8848 -5.8916
C 3.5991 5.2413 1.4610
O 2.8809 6.0797 2.4389
C 3.1357 7.4850 2.3023
C 2.3140 8.2855 3.2976
O 2.7900 8.0417 4.6122
C 3.8692 8.8281 4.9945
C 4.1270 8.5852 6.4981
O 4.9256 9.6158 7.0584
C 5.4164 9.2660 8.3684
H 3.3440 5.6481 0.4825
H 3.2717 4.2129 1.6137
H 4.6740 5.3258 1.6206
H 2.8288 7.8311 1.3153
H 4.2022 7.6706 2.4303
H 1.3109 7.8797 3.1663
H 2.2438 9.3372 3.0199
H 3.6442 9.8923 4.9247
H 4.7701 8.5658 4.4398
H 4.7423 7.6908 6.5952
H 3.1960 8.4818 7.0554
H 6.1333 10.0189 8.6960
H 5.7949 8.2524 8.5004
H 4.5613 9.3305 9.0413
C -3.9163 -3.7091 0.4974
O -5.3053 -3.8140 0.2742
C -5.5336 -4.4039 -0.9447
C -6.9934 -4.5694 -1.3227
O -7.7536 -5.4009 -0.3811
C -9.0651 -5.6178 -0.9494
C -9.7237 -6.8004 -0.2229
O -10.1158 -6.4688 1.1190
C -10.6733 -7.5964 1.7957
H -3.8304 -3.2508 1.4827
H -3.3311 -3.0671 -0.1610
H -3.3600 -4.6464 0.4905
H -5.0817 -5.3947 -0.9906
H -4.9785 -3.8494 -1.7014
H -6.9774 -5.0286 -2.3111
H -7.5741 -3.6516 -1.4152
H -8.9148 -5.9318 -1.9823
H -9.6473 -4.7018 -1.0492
H -8.8744 -7.4836 -0.2282
H -10.5600 -7.2204 -0.7817
H -9.9145 -8.3751 1.7190
H -11.6349 -7.8725 1.3629
H -10.8938 -7.3475 2.8338
C -1.5397 3.2633 -0.5990
O -0.7472 2.6839 0.4563
C 0.6705 2.8088 0.3000
C 1.2996 1.9343 1.4132
O 0.7140 0.6092 1.3426
C 1.3628 -0.1665 2.3223
C 0.7395 -1.5300 2.3243
O 0.8155 -2.1953 1.0473
C 0.3517 -3.5018 1.0661
H -2.6043 3.0298 -0.6140
H -1.1454 3.0092 -1.5829
H -1.4096 4.3148 -0.3427
H 0.9293 3.8357 0.5580
H 0.9261 2.5186 -0.7191
H 1.1979 2.3017 2.4343
H 2.3796 1.9280 1.2658
H 1.2090 0.2223 3.3289
H 2.4254 -0.3622 2.1784
H -0.3101 -1.5160 2.6179
H 1.2823 -2.1161 3.0659
H 0.7722 -4.0540 1.9066
H 0.7638 -3.9937 0.1850
H -0.7238 -3.5756 1.2278
C -2.7674 9.2492 -5.2041
O -2.9324 8.2172 -4.2848
C -1.9372 7.2145 -4.4384
C -2.3833 5.9271 -3.6529
O -3.6056 5.4522 -4.2396
C -4.3336 4.4586 -3.6008
C -5.2747 3.8096 -4.6938
O -4.5522 2.9506 -5.5440
C -5.2937 2.0077 -6.2732
H -3.6351 9.9079 -5.1674
H -2.6619 8.9957 -6.2590
H -1.9217 9.8246 -4.8277
H -0.9255 7.4539 -4.1108
H -1.9166 6.9003 -5.4819
H -2.5409 6.1659 -2.6011
H -1.6562 5.1171 -3.5959
H -4.9721 4.9069 -2.8397
H -3.7080 3.7334 -3.0805
H -5.7053 4.6187 -5.2837
H -6.1118 3.3015 -4.2150
H -6.0580 1.5200 -5.6681
H -4.6040 1.3050 -6.7408
H -5.6442 2.5719 -7.1375
C 2.7041 -11.2017 4.6996
O 2.3537 -11.1548 3.3016
C 1.1530 -11.7849 2.9070
C 1.1816 -11.8484 1.3940
O 0.7650 -10.6218 0.8244
C 0.8797 -10.5454 -0.6149
C 0.0979 -9.3391 -1.1610
O 0.6068 -8.0750 -0.7310
C -0.1134 -6.9692 -1.2216
H 2.0230 -10.5739 5.2742
H 3.7200 -10.8568 4.8922
H 2.5793 -12.1783 5.1673
H 0.3705 -11.2062 3.3979
H 1.0781 -12.8144 3.2573
H 0.6309 -12.7127 1.0228
H 2.1444 -12.1528 0.9835
H 0.4267 -11.4094 -1.1012
H 1.9038 -10.3874 -0.9529
H -0.9165 -9.4078 -0.7682
H 0.0784 -9.3960 -2.2493
H -1.1295 -6.8982 -0.8337
H -0.3599 -7.0360 -2.2812
H 0.3369 -5.9953 -1.0293
C 4.9650 0.3909 0.7832
O 4.5611 1.3954 -0.1339
C 4.1656 0.8822 -1.3861
C 5.3479 0.1873 -2.1322
O 6.4861 0.9671 -2.4913
C 7.3345 1.4790 -1.4910
C 8.5966 2.1887 -2.0658
O 9.1396 1.3542 -3.0528
C 9.8355 0.2394 -2.4673
H 5.9654 -0.0043 0.6068
H 4.2677 -0.4463 0.7527
H 5.0165 0.8660 1.7628
H 3.8224 1.7561 -1.9398
H 3.3046 0.2152 -1.3407
H 4.8880 -0.1601 -3.0574
H 5.6097 -0.7483 -1.6380
H 7.6475 0.5949 -0.9355
H 6.7441 2.1482 -0.8652
H 9.3251 2.4945 -1.3149
H 8.2026 3.0144 -2.6584
H 10.4297 -0.1688 -3.2848
H 9.0385 -0.4716 -2.2500
H 10.3811 0.4947 -1.5589
C 4.2292 -6.1976 -7.7071
O 4.0565 -6.4571 -6.3185
C 5.1543 -7.2112 -5.7542
C 4.8844 -7.3919 -4.2652
O 4.5621 -6.1923 -3.5722
C 4.1522 -6.4345 -2.2443
C 3.2286 -5.2816 -1.8880
O 3.8657 -3.9845 -2.1642
C 3.1008 -2.8762 -1.7220
H 4.4174 -7.0355 -8.3783
H 5.1213 -5.5927 -7.8697
H 3.2989 -5.7167 -8.0095
H 6.1328 -6.7354 -5.8204
H 5.2240 -8.1937 -6.2209
H 5.7608 -7.8760 -3.8344
H 4.1258 -8.1642 -4.1380
H 5.0807 -6.5313 -1.6816
H 3.5937 -7.3703 -2.2266
H 3.0768 -5.3803 -0.8132
H 2.3181 -5.3750 -2.4800
H 3.1945 -2.8247 -0.6372
H 2.0552 -2.8858 -2.0299
H 3.4126 -1.9767 -2.2528
C 0.5370 -5.1717 8.3268
O 1.2877 -5.2265 7.1216
C 2.4670 -5.9995 7.1401
C 3.0127 -6.1129 5.7033
O 3.4979 -4.8840 5.2132
C 3.7443 -4.8936 3.8350
C 4.3945 -3.5518 3.3625
O 5.6414 -3.3513 3.9579
C 6.2426 -2.0937 3.6490
H -0.2502 -4.4207 8.2602
H 1.1401 -4.8437 9.1734
H 0.0325 -6.0891 8.6299
H 2.2662 -6.9246 7.6806
H 3.2608 -5.5582 7.7428
H 2.1626 -6.4327 5.1007
H 3.7677 -6.8990 5.7100
H 2.7937 -4.9779 3.3085
H 4.3371 -5.7591 3.5389
H 3.7655 -2.6624 3.4002
H 4.6497 -3.6986 2.3130
H 5.6318 -1.2267 3.9005
H 6.6315 -2.0277 2.6329
H 7.0685 -1.9745 4.3504
```

Computed properties:
* total charge: 0
* E_HOMO: -8.77 eV
* gap between HOMO and LUMO: 9.10 eV
* lowest unoccupied orbital energy: 0.3260 eV

Results of the Mulliken charge analysis, in e, for atoms 1 through 5: atom 1 (C): -0.61, atom 2 (O): -0.25, atom 3 (H): 0.27, atom 4 (H): 0.27, atom 5 (H): 0.11

no.,E_tot (a.u.)
1,-514.3435
2,-514.4170
3,-686.8074
4,-686.8927
5,-857.8099
6,-1768.4735
7,-1371.6600
8,-8083.9506